DFT (ωB97M-V/def2-TZVPD) results for a gas-phase ion, C3HO3 (charge -1) at a distorted geometry.

Structure (XYZ):
```
7
Properties=species:S:1:pos:R:3:forces:R:3:lowdin_charge:R:1
C -0.0226 -0.0131 -0.4371 -0.591 0.759 0.207 -0.106
C 0.7923 -1.0559 -0.1926 1.455 -1.720 0.283 -0.535
C -0.8598 0.8298 0.2855 2.864 2.840 -2.657 -0.353
O -0.8297 2.0832 0.3169 -0.059 -0.662 0.744 -0.104
O 1.0959 -2.1978 0.1087 -0.229 1.202 -0.284 0.027
O 1.5007 0.0660 -0.5952 0.118 -0.595 0.044 0.014
H -1.6768 0.2878 0.5138 -3.558 -1.824 1.663 0.057
```
Forces are in eV/Å.

Calculated values
SMILES string: O=CC1=C([O-])O1
energy above the lowest of the compared OMol25 structures with the same formula, charge and spin: 207.8 kJ/mol
HOMO: -3.398 eV
energy: -9268.290 eV
charge: -1

***

DFT (ωB97M-V/def2-TZVPD) results for a single C19H18BrN3O2 molecule at a distorted geometry.

Structure (XYZ):
```
43
Properties=species:S:1:pos:R:3:forces:R:3:lowdin_charge:R:1
C -3.1225 3.3931 -0.5294 0.338 -0.191 0.078 -0.032
H -3.4443 2.4151 -0.8809 -0.068 -0.054 -0.023 0.089
H -2.9648 4.0314 -1.3933 -0.024 0.073 -0.056 0.071
H -3.9142 3.8230 0.0783 -0.086 0.055 0.054 0.086
C -1.8639 3.2494 0.3240 -0.436 0.259 0.266 -0.396
C -1.3379 4.5815 0.8617 0.064 -0.315 -0.161 -0.035
H -1.3380 5.3672 0.1123 0.005 0.084 -0.037 0.068
H -1.9693 4.9040 1.6855 -0.065 0.036 0.067 0.084
H -0.3237 4.4538 1.2330 0.065 0.029 0.070 0.092
H -2.1192 2.6249 1.1919 0.025 0.174 -0.179 0.144
O -0.8603 2.4378 -0.2937 0.212 -0.105 -0.140 -0.070
C -0.2179 2.7215 -1.4606 0.228 -0.105 -0.274 -0.186
C -0.3460 3.9266 -2.1480 -0.189 0.056 0.241 -0.011
C 0.3367 4.1719 -3.3237 0.142 -0.170 -0.083 -0.111
C 1.1755 3.1984 -3.8321 0.043 0.087 -0.129 -0.674
C 1.3272 2.0000 -3.1694 -0.010 0.030 -0.010 -0.058
C 0.6432 1.7337 -1.9861 -0.116 0.350 -0.078 -0.035
C 0.9442 0.3729 -1.4212 0.073 -0.308 0.111 -0.410
O 1.7599 -0.3551 -1.9460 0.025 0.026 -0.044 0.071
N 0.2453 0.0105 -0.3093 -0.706 0.608 0.465 0.057
N 0.4398 -1.1936 0.2550 0.396 -0.780 0.027 0.075
C -0.2275 -1.5056 1.2928 -0.328 0.849 -0.162 -0.096
C -0.0586 -2.7753 1.9274 -0.085 -0.577 0.493 -0.167
C -0.7246 -3.2276 3.0432 0.057 0.449 -0.367 -0.048
N -0.3064 -4.4833 3.3584 -0.168 -0.210 0.348 0.080
C 0.6453 -4.8827 2.4555 0.341 0.098 -0.487 -0.212
C 1.3579 -6.0709 2.3657 0.006 -0.083 0.050 -0.028
C 2.2642 -6.1879 1.3326 -0.039 -0.106 0.117 -0.099
C 2.4579 -5.1533 0.4135 0.081 0.061 -0.140 -0.090
C 1.7532 -3.9718 0.4969 0.095 -0.093 -0.055 -0.011
C 0.8325 -3.8313 1.5319 -0.140 -0.228 0.322 -0.119
H 1.8952 -3.1686 -0.2073 0.046 0.057 -0.095 0.100
H 3.1786 -5.2896 -0.3790 0.055 0.009 -0.075 0.099
H 2.8370 -7.0980 1.2310 0.036 -0.072 0.004 0.098
H 1.2071 -6.8700 3.0771 0.009 -0.090 0.049 0.104
H -0.6403 -5.0322 4.1326 0.036 0.096 -0.109 0.157
H -1.4728 -2.7314 3.6328 -0.112 0.074 0.089 0.121
H -0.9592 -0.8156 1.7422 0.076 -0.003 -0.097 0.126
H -0.4237 0.6600 0.1043 0.275 -0.110 -0.248 0.126
H 1.9816 1.2273 -3.5461 0.004 -0.012 0.006 0.116
Br 2.1220 3.5193 -5.4504 -0.084 -0.034 0.151 0.728
H 0.2149 5.1151 -3.8333 -0.012 0.065 -0.029 0.105
H -0.9841 4.7050 -1.7698 -0.061 0.024 0.067 0.090
```
Forces are in eV/Å.

Calculated values
SMILES string: CC(C)Oc1ccc(Br)cc1C(=O)N/N=C/c1c[nH]c2ccccc12
energy above the lowest of the compared OMol25 structures with the same formula, charge and spin: 2.7 kJ/mol
HOMO: -7.604 eV
energy: -98602.608 eV
charge: 0